No. 1
A structure of composition C33H74FeO4P2 in a non-equilibrium geometry. Source: OMol25; level of theory: ωB97M-V with the def2-TZVPD basis set.

Each line ends with the Mulliken spin population.
Geometry (Å):
Fe1 -2.51265 -0.40393 -1.34622  6.07
O1 -1.88180 -0.72685 0.40681  0.07
H1 -1.21820 -1.18050 0.96210  -0.02
C1 6.08023 -6.10601 -4.57532  0.00
C2 6.19243 -4.63658 -4.45173  0.00
C3 5.13677 -3.88727 -3.74128  0.00
C4 5.63329 -2.41422 -3.69638  0.00
P1 4.47515 -0.98955 -3.32086  0.00
C5 3.59511 -0.46979 -4.84599  0.00
C6 2.63349 -1.59477 -5.43473  0.00
C7 2.11523 -1.28771 -6.83369  0.00
C8 0.91181 -2.19895 -7.17853  0.00
C9 3.21289 -1.66167 -2.18893  -0.01
C10 3.32011 -1.37663 -0.64714  0.00
C11 2.07831 -1.83202 0.07169  -0.06
C12 1.91168 -3.39032 0.25936  0.00
C13 5.45753 0.29406 -2.53277  0.00
C14 4.81182 1.73823 -2.34141  0.00
C15 4.55959 2.59870 -3.59970  0.00
C16 3.88840 4.00342 -3.53665  0.00
H2 6.57718 -6.66535 -3.78269  0.00
H3 6.56058 -6.48184 -5.47872  0.00
H4 5.03247 -6.38042 -4.69772  0.00
H5 6.31320 -4.30297 -5.48237  0.00
H6 7.17773 -4.45204 -4.02367  0.00
H7 5.00945 -4.25782 -2.72413  0.00
H8 4.30208 -4.29783 -4.30948  0.00
H9 5.99265 -2.21719 -4.70639  0.00
H10 6.50860 -2.16059 -3.09839  0.00
H11 4.37901 -0.18104 -5.54616  0.00
H12 3.05080 0.38049 -4.43506  0.00
H13 1.76943 -1.75527 -4.78995  0.00
H14 3.16375 -2.53677 -5.57460  0.00
H15 2.79976 -1.33829 -7.68043  0.00
H16 1.70892 -0.27941 -6.91337  0.00
H17 0.13153 -1.95890 -6.45629  0.00
H18 1.25679 -3.21865 -7.00735  0.00
H19 0.38844 -2.10714 -8.13025  0.00
H20 3.16150 -2.71023 -2.48216  0.00
H21 2.27666 -1.26443 -2.58109  0.01
H22 3.42485 -0.30292 -0.49130  0.00
H23 4.22695 -1.70546 -0.13958  0.00
H24 1.14968 -1.36757 -0.26001  0.06
H25 2.11421 -1.33683 1.04204  0.00
H26 2.90739 -3.79160 0.44814  0.00
H27 1.68142 -3.93968 -0.65348  0.00
H28 1.25966 -3.68327 1.08225  0.00
H29 6.30338 0.42740 -3.20720  0.00
H30 5.93049 0.04250 -1.58350  0.00
H31 5.41787 2.32749 -1.65324  0.00
H32 3.94119 1.67656 -1.68848  0.00
H33 4.10473 2.06388 -4.43347  0.00
H34 5.57447 2.80267 -3.94104  0.00
H35 4.18768 4.49988 -2.61359  0.00
H36 2.80992 3.86019 -3.46986  0.00
H37 4.07779 4.75752 -4.30057  0.00
C17 -7.91292 -0.01789 1.53686  0.00
C18 -7.04207 -1.15782 2.12635  0.00
C19 -5.91402 -0.69771 3.02221  0.00
C20 -4.84419 0.11728 2.36227  0.00
P2 -3.62600 0.79573 3.48544  -0.02
C21 -2.58105 2.03040 2.58128  0.02
C22 -1.55171 2.90544 3.37180  0.00
C23 -0.47029 3.48880 2.39147  0.00
C24 0.19822 4.77222 2.83303  0.00
C25 -2.54564 -0.47181 4.37447  0.01
C26 -1.39568 -1.09095 3.59774  0.00
C27 -0.36556 -1.76902 4.57449  0.00
C28 0.70835 -2.56894 3.73261  0.00
C29 -4.43183 1.86774 4.73150  0.00
C30 -5.05129 3.14065 4.07958  0.00
C31 -5.81602 4.04083 5.06931  0.00
C32 -5.16373 4.32654 6.39579  0.00
H38 -8.72792 -0.35299 0.89531  0.00
H39 -7.34782 0.67166 0.90974  0.00
H40 -8.38382 0.42109 2.41644  0.00
H41 -6.64140 -1.66599 1.24924  0.00
H42 -7.57314 -1.98076 2.60471  0.00
H43 -5.50052 -1.56297 3.54032  0.00
H44 -6.52076 -0.25196 3.81042  0.00
H45 -5.17781 0.84359 1.62114  0.00
H46 -4.22188 -0.44984 1.67002  0.03
H47 -3.19956 2.68570 1.96798  0.00
H48 -2.04470 1.39826 1.87359  -0.02
H49 -1.01366 2.33244 4.12698  0.00
H50 -2.10746 3.70339 3.86426  0.00
H51 -0.85963 3.57784 1.37728  0.00
H52 0.27317 2.72319 2.16967  0.00
H53 1.24661 4.88655 2.55753  0.00
H54 0.36422 4.66366 3.90484  0.00
H55 -0.33990 5.71312 2.71795  0.00
H56 -3.21024 -1.21429 4.81621  0.00
H57 -2.15921 0.11346 5.20888  0.00
H58 -0.94337 -0.33955 2.95051  0.00
H59 -1.68349 -1.88668 2.91066  -0.01
H60 -0.99368 -2.51402 5.06287  0.00
H61 0.01176 -1.11414 5.35990  0.00
H62 1.52925 -1.93401 3.39931  0.00
H63 0.23529 -3.04670 2.87467  0.00
H64 1.18400 -3.34605 4.33091  0.00
H65 -3.57968 2.07243 5.37960  0.00
H66 -5.04762 1.27326 5.40641  0.00
H67 -5.73296 2.68218 3.36318  0.00
H68 -4.29588 3.80122 3.65402  0.00
H69 -6.69682 3.43873 5.29241  0.00
H70 -6.18189 4.97774 4.64928  0.00
H71 -5.17431 3.38672 6.94781  0.00
H72 -5.72386 5.10301 6.91680  0.00
H73 -4.09560 4.54173 6.36596  0.00
O2 -3.21373 3.26505 -1.53433  0.01
C33 -3.88221 2.53465 -0.72707  -0.10
O3 -3.36885 1.38949 -0.61764  -0.05
O4 -4.63599 3.20739 -0.02000  0.02
H74 -3.83239 3.91837 -1.19962  0.00

Atoms 1-6, force components in eV/Å:
-0.28 1.88 2.97
-0.27 0.14 -1.46
-0.42 0.13 -0.69
-0.42 -1.60 -0.22
3.03 -0.09 -0.74
0.40 -0.07 1.09

Output
Highest occupied orbital energy (spin up / spin down) in eV: -13.00 / -14.55
Expectation value of S²: 12.01
2S+1: 7
Lowest unoccupied orbital energy (spin up / spin down) in eV: -4.51 / -8.17
Charge: +2



No. 2
A structure of composition C44H44N4O10S2Se2Ta in a non-equilibrium geometry. Source: OMol25; level of theory: ωB97M-V with the def2-TZVPD basis set.

Each line ends with the Mulliken charge.
Geometry (Å):
Ta1 0.65800 0.33516 -0.39050  0.72
O1 3.13994 5.94334 -0.13166  -0.55
C1 3.91867 4.76363 0.05008  -1.58
C2 3.03758 3.51717 -0.09045  2.67
C3 3.93052 2.33307 0.32428  -0.64
O2 3.61746 1.15947 -0.40504  -0.53
C4 1.82782 3.68458 0.83433  -1.72
Se1 1.00645 2.05423 1.53071  -0.10
C5 2.61100 3.40134 -1.56201  -1.56
Se2 0.94120 2.45488 -1.93964  -0.36
H1 3.72267 6.70283 -0.06497  0.34
H2 4.37688 4.75692 1.04825  0.49
H3 4.72081 4.71757 -0.69718  0.44
H4 3.82907 2.17085 1.40137  -0.31
H5 4.97893 2.59425 0.12082  0.45
H6 3.45257 0.42691 0.20207  0.36
H7 1.05217 4.25697 0.32887  0.55
H8 2.12265 4.22892 1.73366  0.53
H9 3.40397 2.93268 -2.14351  0.36
H10 2.43407 4.40279 -1.95413  0.59
C6 -1.91831 -1.83360 -5.68113  -0.49
O3 -3.14655 -1.25712 -5.25689  -0.53
C7 -3.13836 -0.59942 -4.06805  1.34
C8 -4.33683 0.00612 -3.67556  -1.17
C9 -4.38620 0.69786 -2.48477  -0.87
C10 -3.27291 0.84012 -1.64765  0.10
C11 -3.34090 1.61627 -0.38087  0.97
C12 -4.72459 1.95521 0.15351  -1.75
O4 -2.36479 1.98634 0.23540  -0.43
C13 -2.09690 0.21415 -2.06354  -0.10
O5 -0.97699 0.29758 -1.35958  1.17
C14 -2.02702 -0.50488 -3.25485  0.02
H11 -2.10833 -2.28296 -6.65278  0.22
H12 -1.58080 -2.60441 -4.98440  0.32
H13 -1.13637 -1.07704 -5.77824  0.21
H14 -5.20269 -0.07949 -4.31811  0.44
H15 -5.32296 1.15797 -2.19835  0.37
H16 -5.38385 1.08679 0.14730  0.42
H17 -5.18317 2.74150 -0.45144  0.40
H18 -4.60509 2.32116 1.16981  0.22
H19 -1.07585 -0.96080 -3.49193  0.22
C15 -2.64282 -5.50701 5.37152  -1.49
C16 -2.33431 -4.57298 4.23022  1.16
C17 -2.46668 -3.19349 4.37698  -0.81
C18 -2.17828 -2.33406 3.32891  -0.77
C19 -1.74242 -2.86486 2.12317  -0.93
C20 -1.59982 -4.23082 1.95081  -0.15
C21 -1.90212 -5.07857 3.00667  -0.74
S1 -1.41378 -1.74680 0.78748  1.51
O6 -2.65601 -1.07782 0.52012  -0.65
O7 -0.80176 -2.48117 -0.30544  -0.75
N1 -0.31939 -0.71297 1.38313  0.24
C22 0.68841 -1.35332 2.23507  0.41
C23 2.09462 -1.09960 1.75197  0.16
O8 3.07733 -1.27584 2.43257  -0.73
O9 2.12923 -0.70955 0.49150  -0.66
H20 -2.99711 -4.95898 6.24401  0.34
H21 -1.75639 -6.07217 5.66562  0.32
H22 -3.41139 -6.22889 5.08958  0.34
H23 -2.79957 -2.78702 5.32528  0.31
H24 -2.27521 -1.25792 3.43272  0.54
H25 -1.24828 -4.60908 0.99962  0.53
H26 -1.79326 -6.15001 2.88054  0.38
H27 0.60627 -2.44653 2.25036  0.41
H28 0.62667 -1.02380 3.27342  -0.49
C24 -0.31916 -3.00151 -10.69177  -1.18
C25 0.04757 -2.71422 -9.25350  0.71
O10 -0.75345 -2.71740 -8.35887  -0.50
S2 1.78076 -2.35225 -9.04403  -0.26
C26 1.84938 -1.99040 -7.31250  0.07
C27 2.11225 -3.00463 -6.39897  -0.33
C28 2.14376 -2.72448 -5.04384  -0.84
C29 1.91018 -1.42630 -4.58320  0.31
C30 1.66397 -0.41006 -5.51581  -0.50
C31 1.63914 -0.69010 -6.87052  -0.21
C32 1.80910 -1.10732 -3.19439  -0.12
C33 1.56670 -0.66648 -2.09120  -0.44
H29 -1.09553 -3.76410 -10.71012  0.32
H30 0.54113 -3.32156 -11.27726  0.38
H31 -0.72218 -2.08814 -11.13144  0.28
H32 2.26663 -4.01561 -6.75279  0.42
H33 2.31457 -3.51397 -4.32434  0.48
H34 1.47044 0.59026 -5.15005  0.50
H35 1.42568 0.09424 -7.58524  0.40
C34 -2.49584 2.87667 5.53182  -0.70
C35 -2.45699 2.19659 4.32099  -0.19
N2 -1.63209 1.18104 4.08394  -0.03
C36 -0.77846 0.85995 5.04671  -0.10
C37 -0.69600 1.50441 6.28160  0.27
C38 -1.61375 2.51269 6.53229  -0.39
C39 0.33076 1.05474 7.24452  -0.96
C40 1.63010 0.98383 6.96208  -0.66
C41 2.26007 1.57435 5.75227  0.66
C42 3.16138 0.87168 4.96810  -0.53
C43 3.76438 1.55730 3.92613  -0.04
N3 3.51506 2.83997 3.68015  -0.36
C44 2.59597 3.40480 4.45664  -0.45
N4 1.96157 2.85144 5.48066  -0.42
H36 -3.19669 3.68858 5.67562  0.41
H37 -3.11389 2.47260 3.50376  0.20
H38 -0.09282 0.04627 4.83693  0.48
H39 -1.60336 3.03725 7.48079  0.46
H40 -0.01173 0.69843 8.21119  0.39
H41 2.30325 0.50726 7.66676  0.42
H42 3.37424 -0.17417 5.14228  0.42
H43 4.46055 1.05478 3.26637  0.42
H44 2.34649 4.43792 4.23916  0.49

Atoms 1-6, force components in eV/Å:
-0.58 0.82 -0.74
-0.04 -0.03 -0.01
0.04 -0.06 0.05
-0.01 0.03 -0.03
0.09 0.04 -0.02
0.07 0.34 -0.10

Output
Energy relative to the best compared isomer or geometry (same formula, charge and spin) in eV: 1.638
Highest occupied orbital energy in eV: -4.48
Lowest unoccupied orbital energy in eV: 2.07
Charge: -1



No. 3
A cluster of 6 separate species, H12O6 in total in a non-equilibrium geometry. Source: OMol25; level of theory: ωB97M-V with the def2-TZVPD basis set.

Each line ends with the Mulliken spin population.
Geometry (Å):
O1 -1.43926 1.19563 -1.56330  0.23
H1 -1.49545 0.71788 -0.67730  0.02
H2 -0.98197 0.46511 -2.03597  -0.08
O2 -0.19209 0.86614 1.50978  0.43
H3 -0.27051 1.59434 0.96073  -0.06
H4 -0.84635 1.01868 2.12157  -0.13
O3 -0.07625 3.25075 -0.49367  0.14
H5 -0.87867 3.64493 -0.75977  -0.03
H6 0.06704 2.38947 -1.07511  -0.03
O4 1.64199 -1.20207 0.81249  -0.37
H7 1.38351 -0.79380 1.62131  0.31
H8 2.18988 -2.02525 0.95068  -0.12
O5 -0.73499 -3.48120 1.82600  0.62
H9 -0.53948 -2.74749 1.12129  -0.03
H10 -0.08181 -4.20271 1.64706  -0.21
O6 0.66884 -0.47012 -2.10038  0.33
H11 1.54803 -0.45872 -2.55432  -0.20
H12 0.95988 -0.87549 -1.24748  0.18

Atoms 1-6, force components in eV/Å:
-0.14 -1.88 1.33
-0.06 1.09 -1.24
0.10 0.58 -0.19
2.08 -2.62 -0.33
0.26 2.64 -2.14
-2.38 0.21 2.54

Output
Energy relative to the best compared isomer or geometry (same formula, charge and spin) in eV: 1.178
Highest occupied orbital energy (spin up / spin down) in eV: 0.59 / -7.37
Expectation value of S²: 0.75
2S+1: 2
Lowest unoccupied orbital energy (spin up / spin down) in eV: 3.39 / 3.29
Charge: -1



No. 4
A structure of composition C4H5ClO in a non-equilibrium geometry. Source: OMol25; level of theory: ωB97M-V with the def2-TZVPD basis set.

Each line ends with the Mulliken charge.
Geometry (Å):
C1 1.22577 -0.03919 -2.17575  -0.55
C2 -1.72291 0.16464 1.82628  -0.33
C3 1.41423 -0.26600 -0.88283  0.01
C4 -0.53998 0.69077 1.02625  -0.01
O1 -0.45259 0.33929 2.26122  -0.15
Cl1 0.34664 -1.22191 -0.00537  -0.15
H1 0.28445 -0.38523 -2.69966  0.20
H2 1.98040 0.49667 -2.79452  0.24
H3 -2.57938 0.81430 2.18010  0.20
H4 -2.16223 -0.88026 1.73642  0.16
H5 2.20560 0.28692 -0.47213  0.38

Atoms 1-6, force components in eV/Å:
-0.96 -0.34 -1.25
-4.53 -1.06 -1.37
-0.12 0.75 -2.55
-1.22 0.94 -0.13
2.50 0.35 2.57
-0.09 -1.43 0.19

Output
Energy relative to the best compared isomer or geometry (same formula, charge and spin) in eV: 4.760
Highest occupied orbital energy in eV: -9.22
Lowest unoccupied orbital energy in eV: 0.95